No. 1
{
  "formula": "C4H7Br2NO2",
  "method": "ωB97M-V/def2-TZVPD",
  "species": ["C", "C", "C", "C", "N", "O", "O", "Br", "Br", "H", "H", "H", "H", "H", "H", "H"],
  "positions_angstrom": [[0.78, 0.48, 1.18], [-1.46, -0.47, -0.82], [0.13, -0.58, -0.93], [-1.86, 0.82, -0.06], [0.88, -0.20, 0.22], [0.86, 1.07, 2.19], [3.15, -0.31, 1.22], [-3.80, 0.65, 0.58], [3.58, 0.41, -0.38], [-1.84, -0.58, -1.87], [-1.95, -1.39, -0.25], [0.57, -0.06, -1.72], [0.20, -1.62, -1.16], [-1.97, 1.66, -0.74], [-1.21, 0.74, 0.89], [3.95, -0.62, 1.63]],
  "mulliken_charge": [0.8499, -0.6152, -0.6197, -0.4615, -0.2764, -0.5071, -0.5161, -0.1936, 0.0816, 0.3460, 0.3309, 0.3863, 0.3092, 0.4045, 0.1325, 0.3486],
  "spin_multiplicity": 1,
  "total_energy_ev": -149928.7455,
  "total_charge": 0,
  "lumo_ev": -0.32,
  "de_lowest_kj_mol": 0.00,
  "largest_force_ha_per_bohr": 0.056
}


No. 2
{
  "formula": "C38H57O29Pt",
  "method": "ωB97M-V/def2-TZVPD",
  "species": ["Pt", "C", "C", "O", "O", "H", "H", "H", "C", "C", "C", "O", "C", "O", "O", "H", "H", "H", "H", "H", "H", "C", "C", "C", "O", "C", "O", "O", "H", "H", "H", "H", "H", "H", "C", "C", "C", "O", "C", "O", "O", "H", "H", "H", "H", "H", "H", "C", "C", "C", "O", "C", "O", "O", "H", "H", "H", "H", "H", "H", "C", "C", "C", "O", "C", "O", "O", "H", "H", "H", "H", "H", "H", "C", "C", "C", "O", "C", "O", "O", "H", "H", "H", "H", "H", "H", "C", "C", "C", "O", "C", "O", "O", "H", "H", "H", "H", "H", "H", "C", "C", "C", "O", "C", "O", "O", "H", "H", "H", "H", "H", "H", "C", "C", "C", "O", "C", "O", "O", "H", "H", "H", "H", "H", "H"],
  "positions_angstrom": [[-0.06, 1.35, 0.28], [1.45, -1.47, -2.51], [0.91, -0.52, -1.45], [-0.16, -0.70, -0.89], [1.51, 0.52, -1.11], [2.09, -2.22, -2.05], [2.00, -1.09, -3.37], [0.59, -2.03, -2.88], [4.55, -4.13, -3.32], [5.09, -4.36, -4.71], [5.92, -5.68, -4.82], [5.46, -6.34, -5.97], [4.39, -5.61, -6.47], [3.85, -5.93, -7.51], [4.07, -4.58, -5.60], [4.14, -5.01, -2.83], [3.90, -3.25, -3.34], [5.41, -3.79, -2.76], [5.55, -3.47, -5.14], [5.89, -6.21, -3.87], [6.97, -5.36, -4.86], [3.19, 4.51, -3.76], [3.32, 4.56, -2.21], [2.53, 5.69, -1.63], [1.81, 5.12, -0.56], [1.99, 3.79, -0.55], [1.54, 3.01, 0.28], [2.83, 3.45, -1.56], [3.67, 5.35, -4.26], [2.19, 4.33, -4.15], [3.80, 3.67, -4.09], [4.33, 4.69, -1.84], [1.84, 6.17, -2.33], [3.19, 6.40, -1.13], [-0.77, 4.98, -5.46], [-1.02, 5.13, -3.92], [-2.47, 4.74, -3.53], [-2.35, 3.56, -2.74], [-1.05, 3.28, -2.48], [-0.65, 2.43, -1.70], [-0.26, 4.08, -3.23], [0.19, 5.24, -5.90], [-1.46, 5.70, -5.88], [-1.03, 3.99, -5.84], [-0.81, 6.10, -3.47], [-3.08, 4.57, -4.42], [-2.89, 5.55, -2.93], [0.93, -2.94, -7.23], [0.02, -3.93, -6.60], [0.43, -5.36, -6.96], [1.04, -5.82, -5.75], [0.95, -4.93, -4.75], [1.33, -5.15, -3.60], [0.36, -3.84, -5.21], [0.59, -1.94, -6.99], [0.87, -2.82, -8.31], [1.92, -3.09, -6.81], [-1.04, -3.68, -6.72], [1.16, -5.28, -7.76], [-0.42, -5.98, -7.25], [5.19, -0.08, -2.04], [5.85, 0.24, -0.68], [4.81, 0.43, 0.42], [5.27, -0.50, 1.41], [6.24, -1.33, 0.95], [6.68, -2.27, 1.56], [6.57, -0.93, -0.35], [4.53, -0.94, -2.08], [5.99, -0.30, -2.75], [4.63, 0.78, -2.42], [6.54, 1.08, -0.66], [3.87, 0.07, -0.01], [4.67, 1.44, 0.78], [4.01, -0.21, -5.79], [3.85, 1.28, -5.57], [4.72, 2.21, -6.46], [3.73, 2.88, -7.21], [2.50, 2.58, -6.82], [1.49, 3.04, -7.43], [2.54, 1.60, -5.90], [5.03, -0.59, -5.70], [3.70, -0.41, -6.81], [3.38, -0.81, -5.13], [3.99, 1.57, -4.53], [5.26, 1.49, -7.08], [5.43, 2.84, -5.92], [-2.62, -3.36, -1.19], [-3.32, -2.08, -0.73], [-4.82, -2.14, -0.84], [-5.42, -1.84, 0.38], [-4.49, -1.75, 1.29], [-4.62, -1.56, 2.48], [-3.24, -1.97, 0.68], [-1.73, -3.54, -0.59], [-2.28, -3.24, -2.22], [-3.13, -4.32, -1.10], [-2.87, -1.17, -1.13], [-5.19, -3.12, -1.17], [-5.11, -1.26, -1.40], [0.21, -4.83, 1.99], [0.66, -3.40, 1.67], [1.49, -2.71, 2.76], [2.75, -2.52, 2.15], [2.67, -2.78, 0.79], [3.58, -2.61, 0.00], [1.53, -3.43, 0.55], [1.09, -5.46, 1.99], [-0.53, -5.22, 1.29], [-0.11, -4.84, 3.03], [-0.17, -2.73, 1.42], [1.42, -3.37, 3.62], [0.91, -1.83, 3.04], [-0.84, 1.06, -5.47], [-1.03, -0.11, -4.48], [-2.17, 0.18, -3.50], [-2.91, -0.97, -3.63], [-2.51, -1.77, -4.66], [-3.08, -2.76, -5.11], [-1.36, -1.34, -5.15], [-0.04, 0.77, -6.14], [-0.41, 1.97, -5.04], [-1.65, 1.29, -6.16], [-0.13, -0.31, -3.91], [-2.69, 1.06, -3.89], [-1.81, 0.38, -2.49]],
  "mulliken_charge": [4.1421, -0.2994, 1.0688, -0.7843, -1.7653, 0.1170, -0.1894, 0.0479, -1.0570, 0.5044, -0.3954, -0.3537, 0.4970, -0.5391, -0.1216, 0.4170, -0.3283, 0.5739, 0.1384, 0.3262, 0.3327, -1.0012, 0.6048, -0.6207, -0.3766, 0.3124, -0.7323, 0.0722, 0.5218, 0.0853, -0.0608, 0.3532, 0.2246, 0.3761, -1.4074, 0.4030, -0.6149, -0.3604, -0.3072, -1.0764, 0.0184, 0.3394, 0.5119, 0.3006, 0.3909, 0.3506, 0.2862, -0.6907, 0.4042, -0.4679, -0.3486, 0.4386, -0.6030, 0.0222, -0.2097, 0.4429, 0.1177, 0.3731, 0.2781, 0.2945, -0.6616, 0.2986, 0.4769, -0.3909, 0.6793, -0.5387, -0.4013, -0.0535, 0.4855, -0.1060, 0.3623, -0.4136, 0.2802, -1.2669, 1.6266, -0.5643, -0.3786, 0.3408, -0.6228, 0.2999, 0.5431, 0.5497, -0.3027, -0.7518, 0.4090, 0.3527, -0.9260, 1.7452, -0.2264, -0.3288, 0.5132, -0.5775, -0.3731, -0.2002, 0.0836, 0.4733, -0.8479, 0.3024, 0.2805, -1.5213, 0.7626, -0.4511, -0.3279, 0.3553, -0.3341, -0.1248, 0.4076, 0.3092, 0.4138, -0.1231, 0.3509, 0.2730, -1.4686, 2.3678, 0.4956, -0.3467, 0.4746, -0.6342, -0.3566, 0.2626, -0.1079, 0.5151, -1.5740, 0.2968, -0.0617],
  "spin_multiplicity": 3,
  "total_energy_ev": -102945.0481,
  "total_charge": 1,
  "lumo_ev": [-5.01, -6.09],
  "largest_force_ha_per_bohr": 0.099,
  "s_squared": 2.0065
}


No. 3
{
  "formula": "C21H19LiN7O2S",
  "method": "ωB97M-V/def2-TZVPD",
  "species": ["Li", "O", "C", "N", "C", "C", "C", "C", "C", "C", "N", "C", "C", "C", "C", "C", "N", "H", "H", "H", "H", "H", "H", "H", "H", "H", "H", "O", "N", "C", "C", "C", "C", "C", "S", "H", "H", "H", "H", "N", "C", "C", "N", "C", "C", "N", "H", "H", "H", "H", "H"],
  "positions_angstrom": [[-16.86, -3.24, -1.51], [-20.10, -5.90, -2.56], [-19.24, -4.96, -2.58], [-18.51, -4.42, -1.65], [-18.86, -4.92, -0.35], [-18.19, -4.19, 0.79], [-18.08, -4.78, 2.05], [-17.52, -4.06, 3.08], [-17.03, -2.79, 2.81], [-17.13, -2.31, 1.50], [-17.66, -3.01, 0.51], [-18.93, -4.41, -3.96], [-19.03, -5.28, -5.05], [-18.71, -4.80, -6.31], [-18.26, -3.50, -6.42], [-18.25, -2.70, -5.28], [-18.57, -3.12, -4.06], [-18.63, -6.00, -0.27], [-19.96, -4.90, -0.21], [-18.53, -5.73, 2.26], [-17.43, -4.49, 4.07], [-16.50, -2.24, 3.56], [-16.72, -1.32, 1.25], [-19.47, -6.23, -4.87], [-18.77, -5.47, -7.17], [-17.97, -3.09, -7.39], [-17.93, -1.65, -5.34], [-15.23, -4.36, -1.05], [-14.72, -4.52, 0.14], [-14.71, -5.76, 0.66], [-14.17, -6.05, 1.89], [-13.59, -5.00, 2.62], [-13.58, -3.73, 2.06], [-14.14, -3.47, 0.80], [-14.04, -1.94, 0.09], [-15.13, -6.51, 0.04], [-14.20, -7.05, 2.28], [-13.19, -5.17, 3.61], [-13.13, -2.91, 2.59], [-18.80, 1.42, -2.88], [-17.71, 0.56, -2.92], [-17.73, -0.70, -2.29], [-16.63, -1.43, -2.27], [-15.60, -1.06, -3.01], [-15.61, 0.15, -3.68], [-16.67, 0.97, -3.63], [-19.39, 1.33, -2.05], [-18.54, 2.39, -3.02], [-18.58, -1.06, -1.71], [-14.73, -1.68, -2.97], [-14.76, 0.50, -4.30]],
  "mulliken_charge": [0.8564, -0.8157, -0.0528, -0.0717, -0.8535, 0.6009, -0.8986, -0.3250, -0.8572, -0.1963, 0.0324, 0.4170, -0.6851, -0.2672, -0.7975, 0.0152, -0.0788, 0.3659, 0.3748, 0.4487, 0.4032, 0.4038, 0.3682, 0.4536, 0.3808, 0.3608, 0.3011, -0.7841, 0.5246, -0.2122, -0.8020, -0.1608, -0.8322, 0.1987, -0.3887, 0.4323, 0.4188, 0.3497, 0.4214, -0.5413, 0.4314, -0.3023, 0.0214, -0.3533, -0.4602, -0.6291, 0.2574, 0.2819, 0.3360, 0.5694, 0.3397],
  "spin_multiplicity": 1,
  "total_energy_ev": -47654.2594,
  "total_charge": -1,
  "lumo_ev": 2.73,
  "de_lowest_kj_mol": 0.00,
  "largest_force_ha_per_bohr": 0.028
}


No. 4
{
  "formula": "C8H19N2OP2",
  "method": "ωB97M-V/def2-TZVPD",
  "species": ["C", "C", "C", "C", "C", "C", "C", "C", "N", "N", "O", "P", "P", "H", "H", "H", "H", "H", "H", "H", "H", "H", "H", "H", "H", "H", "H", "H", "H", "H", "H", "H"],
  "positions_angstrom": [[-2.08, -0.09, 0.06], [0.73, -1.10, 0.54], [-2.49, -1.49, -0.30], [1.77, -2.12, 0.93], [2.55, 1.40, -2.45], [1.60, 0.22, -2.76], [1.64, -0.83, -1.67], [-1.58, 0.02, 1.50], [0.63, -0.68, -0.67], [-0.06, -0.89, 1.55], [-2.39, 0.92, -0.62], [-2.66, -0.90, 2.72], [-0.92, 1.76, 1.80], [-2.98, -1.45, -1.23], [-1.72, -2.23, -0.44], [-3.06, -1.88, 0.58], [2.67, -2.07, 0.43], [1.88, -2.12, 2.01], [1.31, -3.05, 0.71], [3.56, 0.96, -2.40], [2.50, 2.12, -3.20], [2.17, 1.89, -1.52], [1.94, -0.24, -3.70], [0.62, 0.55, -2.89], [1.30, -1.81, -2.00], [2.73, -0.94, -1.26], [-0.01, 0.04, -0.81], [0.04, -1.35, 2.46], [-2.81, 0.15, 3.68], [-3.91, -0.41, 2.02], [-1.09, 2.09, 0.46], [-2.15, 2.24, 2.07]],
  "mulliken_charge": [0.2401, 0.9745, -1.2721, -1.7842, -1.1082, -0.6936, -0.4917, 0.4120, 0.0903, -0.2865, -0.4915, -0.1133, -0.0198, 0.4195, 0.2595, 0.3416, 0.5003, 0.4099, 0.3666, 0.3200, 0.4093, 0.2540, 0.3412, 0.4378, 0.3561, 0.2475, 0.1901, 0.2791, 0.1142, 0.1347, 0.0805, 0.0822],
  "spin_multiplicity": 1,
  "total_energy_ev": -32200.2101,
  "total_charge": 1,
  "lumo_ev": -3.50,
  "de_lowest_kj_mol": 15.20,
  "largest_force_ha_per_bohr": 0.094
}


No. 5
{
  "formula": "C19H8Cl6N2O4ReS",
  "method": "ωB97M-V/def2-TZVPD",
  "species": ["Re", "Cl", "C", "C", "C", "Cl", "C", "Cl", "C", "Cl", "C", "Cl", "O", "C", "O", "C", "C", "C", "C", "C", "C", "C", "C", "C", "N", "H", "H", "H", "H", "H", "H", "S", "C", "N", "Cl", "C", "C", "O", "O", "H", "H"],
  "positions_angstrom": [[0.20, 0.06, 0.06], [2.88, 1.52, 2.28], [1.79, 2.57, 1.48], [0.81, 2.01, 0.66], [-0.04, 2.91, 0.02], [-1.17, 2.03, -0.99], [0.01, 4.28, 0.15], [-1.11, 5.28, -0.67], [1.00, 4.81, 0.98], [1.12, 6.50, 1.20], [1.88, 3.95, 1.65], [3.04, 4.60, 2.72], [-2.58, -2.82, -0.82], [-1.88, -1.93, -0.38], [-0.78, -1.52, -0.85], [-2.33, -1.19, 0.89], [-3.53, -1.58, 1.48], [-3.97, -0.90, 2.59], [-3.17, 0.13, 3.11], [-3.58, 0.89, 4.23], [-2.78, 1.87, 4.74], [-1.51, 2.10, 4.18], [-1.09, 1.38, 3.09], [-1.92, 0.42, 2.48], [-1.54, -0.22, 1.34], [-4.07, -2.40, 1.03], [-4.91, -1.15, 3.06], [-4.54, 0.66, 4.67], [-3.10, 2.46, 5.59], [-0.86, 2.84, 4.62], [-0.11, 1.55, 2.69], [3.45, -0.12, -3.27], [2.35, 0.01, -2.15], [1.55, 0.15, -1.30], [3.61, -2.07, 3.02], [2.21, -2.99, 2.44], [1.12, -2.03, 1.96], [-0.02, -2.11, 2.38], [1.54, -1.19, 1.09], [1.83, -3.61, 3.25], [2.54, -3.60, 1.60]],
  "mulliken_charge": [1.3518, -0.0921, 0.9438, -2.0436, 1.3326, -0.1339, -0.4217, -0.1872, 0.7056, -0.1731, -0.1067, -0.1642, -0.6662, 0.4266, -0.7660, 0.7794, -0.9062, -0.8060, 1.1253, -0.8198, -0.5908, -0.7536, -0.1771, -0.0757, 0.5049, 0.5549, 0.4517, 0.4069, 0.3981, 0.4855, 0.3142, -0.3280, 0.7534, -0.4790, -0.1829, -0.5677, 0.6212, -0.5311, -0.7853, 0.3267, 0.2752],
  "spin_multiplicity": 2,
  "total_energy_ev": -119103.4336,
  "total_charge": 0,
  "lumo_ev": [-3.08, -2.55],
  "largest_force_ha_per_bohr": 0.051,
  "s_squared": 0.7694
}


No. 6
{
  "formula": "CH9CuO7",
  "method": "ωB97M-V/def2-TZVPD",
  "species": ["Cu", "C", "O", "O", "O", "H", "O", "H", "H", "O", "H", "H", "O", "H", "H", "O", "H", "H"],
  "positions_angstrom": [[-0.13, -0.13, 0.17], [-2.37, 0.09, 1.14], [-3.33, 0.20, 1.86], [-2.41, 0.34, -0.15], [-1.24, -0.09, 1.61], [-3.27, 0.53, -0.39], [1.59, -0.63, 0.87], [1.90, -0.11, 1.63], [1.58, -1.54, 1.23], [0.32, 1.22, -0.95], [-0.16, 1.96, -0.56], [-0.24, 0.90, -1.61], [3.28, 1.18, -1.00], [3.78, 0.95, -0.16], [2.42, 0.95, -0.75], [-0.45, -1.67, -0.76], [-1.37, -1.89, -0.97], [0.10, -2.26, -1.21]],
  "mulliken_charge": [0.0456, 0.8577, -0.6860, -0.2905, -0.6375, 0.2561, -0.4292, 0.3215, 0.2967, -0.6414, 0.3489, 0.3714, -0.6367, 0.3042, 0.3380, -0.3951, 0.2865, 0.2897],
  "spin_multiplicity": 1,
  "total_energy_ev": -60153.4285,
  "total_charge": 0,
  "lumo_ev": -0.30,
  "de_lowest_kj_mol": 59.62,
  "largest_force_ha_per_bohr": 0.104
}